(1)
DFT (ωB97M-V/def2-TZVPD) results for the ion C5H12NO with charge -1.

Structure (XYZ):
```
19
Properties=species:S:1:pos:R:3:forces:R:3
C -2.514197 0.483904 -1.315703 2.23 1.28 3.79
C -1.415866 -0.279282 -0.393074 -1.10 2.82 0.45
C -2.081095 -0.468490 1.020143 1.17 1.46 0.22
C -0.001350 0.476380 -0.311011 -0.67 -0.19 0.98
N 0.884654 -0.413495 0.464054 0.74 0.24 -2.31
C 2.372137 -0.313937 -0.086830 -1.04 0.71 -1.18
O 3.150801 0.329103 0.696180 1.10 0.69 1.23
H -2.128327 0.530581 -2.269917 -0.06 -0.29 -2.51
H -2.449250 1.524493 -0.966406 0.52 0.29 -0.07
H -3.556612 0.412423 -1.085794 -0.75 -1.45 -0.55
H -1.213705 -1.218869 -0.822798 0.29 -1.28 -0.45
H -3.143974 -0.705973 0.786229 0.69 -0.16 0.95
H -1.512265 -1.150230 1.701660 -0.79 -0.04 -0.94
H -1.981461 0.516712 1.624038 -0.61 -1.18 -1.19
H 0.468340 0.807292 -1.261629 -0.46 -1.25 -0.05
H -0.019282 1.497610 0.130290 -0.92 -0.37 0.47
H 0.979236 -0.129205 1.427879 0.11 0.41 -0.02
H 2.628502 -1.307368 -0.373359 0.48 -2.07 0.45
H 2.372043 0.092717 -1.189163 -0.93 0.38 0.71
```
Forces are in eV/Å.

Calculated values
energy relative to the best compared isomer or geometry (same formula, charge and spin)	40.6	kcal per mole
spin multiplicity	1
SMILES string	CC(C)CNC[O-]
charge	-1
LUMO	3.649	eV
highest occupied orbital energy	-2.27	eV
energy	-8915.303	eV
HOMO-LUMO gap	5.921	eV

Here are the Löwdin charges for atoms 1 to 2, given in e:
1. C -0.0837
2. C -0.3595

---

(2)
DFT (ωB97M-V/def2-TZVPD) results for a structure of composition C22H61N5O10.

Structure (XYZ):
```
98
Properties=species:S:1:pos:R:3:forces:R:3
C -0.756520 3.601636 0.226207 1.33 0.77 0.91
O 0.162500 3.206806 1.312187 -0.91 -0.21 -1.14
C 1.460450 3.792246 1.370847 0.27 0.36 -0.99
C 2.398550 3.696816 0.148017 -0.09 -1.26 0.80
N 2.901790 2.349656 -0.059803 3.29 2.07 2.08
C 3.870810 2.298576 -1.138703 -1.34 1.10 0.07
C 4.369210 0.930376 -1.443203 -0.79 -0.18 0.23
O 5.709580 1.085496 -1.694473 2.02 -1.85 0.73
C 6.410010 -0.162334 -1.481913 0.73 1.15 -0.64
H -1.612460 2.926906 0.211567 0.48 -0.25 -0.10
H -0.221940 3.716456 -0.716733 -0.13 -0.75 -0.17
H -1.167140 4.598416 0.387247 0.00 0.25 0.52
H 1.958680 3.299916 2.206007 -0.09 0.08 0.05
H 1.407460 4.868326 1.536247 -0.41 0.23 0.46
H 3.244940 4.326286 0.422767 0.09 0.28 -0.13
H 1.929710 4.121936 -0.739443 -0.21 0.23 -0.37
H 2.145440 1.719776 -0.286293 0.65 2.09 0.01
H 4.725830 2.953986 -0.972933 0.03 -0.06 0.28
H 3.373760 2.680676 -2.030353 1.07 0.53 0.31
H 3.858780 0.417756 -2.258523 0.45 0.33 -0.55
H 4.065330 0.281476 -0.621813 1.37 -0.01 0.48
H 6.198940 -0.825164 -2.321073 -0.18 -0.42 0.28
H 6.277740 -0.596194 -0.490763 -0.77 -0.08 -0.06
H 7.478990 0.050236 -1.496413 0.02 0.24 -0.33
C -0.632490 2.103096 -4.309293 0.61 -0.01 1.58
O 0.342550 2.680806 -3.376113 0.33 0.02 -1.90
C 1.659150 2.023186 -3.404433 -2.79 -1.93 1.61
C 1.396690 0.789416 -2.501023 1.42 -0.31 0.39
N 1.199900 1.139166 -1.068083 -2.87 -2.24 -2.45
C 1.628330 0.096366 -0.081803 -2.34 -0.45 -0.93
C 0.774060 -1.134064 -0.325683 0.82 2.81 0.87
O -0.625510 -0.873664 -0.130673 3.54 -0.20 2.84
C -1.075710 -0.667414 1.214957 2.13 0.04 -2.86
H -1.550000 2.671956 -4.158683 -0.30 -0.49 0.97
H -0.764440 1.028796 -4.180573 -0.05 0.04 0.14
H -0.529780 2.384856 -5.357223 1.89 -2.73 0.71
H 2.433540 2.544006 -2.841243 -1.18 0.73 -1.37
H 1.970040 1.648006 -4.379463 -0.05 0.49 -0.26
H 2.328310 0.223816 -2.484243 -0.47 -0.37 -0.41
H 0.639520 0.127486 -2.921293 -0.23 0.12 0.11
H 0.211170 1.133896 -0.861953 -0.39 0.62 -0.36
H 1.315190 0.598676 0.833477 0.43 -0.48 0.51
H 2.704370 -0.077314 -0.073593 -0.75 -0.26 0.08
H 1.148880 -1.924724 0.324287 0.61 8.94 -3.51
H 1.016580 -1.539654 -1.307913 -0.88 0.10 -0.12
H -0.488350 0.107416 1.707657 0.54 -0.33 -0.90
H -1.143760 -1.574454 1.815587 2.07 0.86 -4.56
H -2.109050 -0.401704 1.437897 1.55 0.46 -4.19
C -2.320450 2.011546 2.955307 0.71 1.59 2.08
O -2.178420 0.712826 2.512607 -3.43 1.36 2.04
C -3.153090 -0.200434 3.047317 -0.29 -1.85 -0.43
C -3.167040 -1.537074 2.160777 -3.08 -1.43 0.59
N -4.020950 -2.551744 2.751377 -1.70 -0.59 0.08
C -4.250550 -3.764404 1.877417 2.36 -0.14 1.17
C -2.946490 -4.726464 1.878177 -0.92 0.89 0.35
O -2.557530 -5.113394 3.271287 0.30 0.77 -2.38
C -1.135410 -5.256864 3.281907 0.18 -1.21 0.37
H -1.482080 2.617686 2.612047 0.02 -0.30 -0.29
H -2.211940 1.965756 4.038927 -0.07 0.42 0.47
H -3.234130 2.578906 2.778117 -0.44 -0.60 -0.57
H -4.185030 0.138136 3.139917 0.14 0.50 -0.46
H -2.885450 -0.579964 4.033427 0.27 0.51 0.53
H -2.212450 -2.014664 1.939917 -1.99 -0.54 0.37
H -3.690830 -1.334304 1.226637 0.50 0.35 -0.41
H -3.803830 -2.719704 3.723357 0.07 -0.66 -0.14
H -4.472790 -3.389954 0.878167 0.45 -0.03 -0.15
H -5.114570 -4.387614 2.108027 -0.05 0.41 0.79
H -2.139520 -4.256264 1.316207 0.42 0.79 0.77
H -3.043970 -5.578434 1.205307 -0.76 -0.72 0.56
H -0.773140 -5.902974 2.482277 -0.19 0.39 -0.81
H -0.797900 -5.904794 4.090837 -0.55 0.38 0.84
H -0.565630 -4.327844 3.301167 -0.58 -0.43 -0.06
C 0.124550 -2.314894 2.920747 1.32 -2.18 -2.81
O 0.146670 -2.915434 1.829957 -2.55 1.18 3.98
N -0.552970 -1.306634 3.309197 -3.41 4.27 4.02
N 0.890900 -2.641164 3.897317 3.35 -2.01 3.92
H -1.408870 -0.970494 2.891417 1.34 -0.02 2.15
H -0.287970 -0.838664 4.164107 -0.09 -0.13 -0.07
H 0.471680 -2.329254 4.761647 1.08 -0.77 0.41
H 1.536190 -3.417854 3.876277 -0.23 0.18 -0.09
C -1.128620 4.158966 -6.255273 0.41 0.96 -0.53
O -2.540380 4.348206 -6.484943 0.92 0.00 0.79
H -0.607110 4.955706 -5.724853 -0.82 1.05 -0.31
H -0.818190 3.383966 -5.554493 -1.42 2.14 -1.92
H -0.633190 4.068756 -7.221973 0.21 -0.25 -0.02
H -2.908280 3.468866 -6.599053 -0.14 -0.02 -0.04
C 1.057090 -4.431694 0.274987 -0.45 -1.81 -1.09
O 1.517680 -3.141454 0.240707 5.03 -6.12 -1.84
H 0.237820 -4.539264 0.985847 0.59 -0.57 -0.17
H 0.621520 -4.654654 -0.699013 -0.03 -0.32 -0.35
H 1.866180 -5.146134 0.426797 0.02 -0.12 0.30
H 0.905150 -2.571144 0.710987 -2.23 -5.51 3.36
C -2.489370 0.586846 -1.457363 -1.73 1.47 -0.21
O -2.403280 -0.743834 -1.299233 -3.41 -1.56 -2.45
H -3.544750 0.826726 -1.328013 -0.26 0.79 0.10
H -1.922070 1.096856 -0.678803 0.15 0.47 -0.02
H -2.233570 0.967176 -2.446303 0.42 0.08 -0.17
H -1.593290 -0.825464 -0.790463 0.07 -1.12 -0.91
```
Forces are in eV/Å.

Calculated values
energy relative to the best compared isomer or geometry (same formula, charge and spin)	404.8	kcal per mole
spin multiplicity	1
charge	0
LUMO	0.181	eV
highest occupied orbital energy	-7.27	eV
energy	-51703.951	eV
HOMO-LUMO gap	7.448	eV

Here are the Löwdin charges for atoms 1 to 2, given in e:
1. C -0.0539
2. O -0.2299

---

(3)
DFT (ωB97M-V/def2-TZVPD) results for a structure of composition C15H11F3N2O5PdS2.

Structure (XYZ):
```
39
Properties=species:S:1:pos:R:3:forces:R:3
Pd -0.073005 0.255675 -0.837662 0.33 -0.33 0.06
O 1.058349 -3.423251 -2.198576 -0.10 0.09 -0.03
C 0.189548 -2.627778 -1.931662 0.02 -0.05 0.27
O -0.061920 -1.456069 -2.288012 -0.05 0.21 -0.15
C -0.899015 -3.250478 -0.827254 0.17 0.12 -0.04
C -2.165538 -2.389461 -0.794669 -0.13 -0.25 -0.01
C -3.239116 -3.150257 0.004819 0.05 0.07 -0.04
C -2.711657 -2.995371 1.448714 0.06 0.07 -0.01
C -1.427110 -2.179994 1.207478 -0.05 -0.21 0.12
O -1.793761 -1.343985 0.109025 0.15 0.18 0.04
C -0.400149 -3.134494 0.578254 -0.14 -0.07 -0.03
C 1.116777 -2.447559 0.724826 0.34 0.17 -0.16
O 1.931048 -3.232169 1.154186 -0.21 0.05 -0.06
O 1.164573 -1.245381 0.397943 -0.04 -0.19 0.12
H -1.032920 -4.272240 -1.167971 0.00 -0.02 0.01
H -2.479059 -1.976672 -1.746640 0.05 0.05 0.00
H -4.204499 -2.664067 -0.123915 -0.01 -0.01 0.01
H -3.326624 -4.188018 -0.313211 -0.02 0.00 -0.01
H -3.398809 -2.425721 2.072229 -0.01 0.00 -0.02
H -2.506726 -3.945825 1.938294 0.00 0.00 0.02
H -1.077248 -1.580151 2.041831 0.01 0.03 -0.03
H -0.277856 -4.080994 1.092089 0.00 0.00 0.01
F 2.121840 6.099179 -1.161428 0.08 -0.15 -0.10
C 2.446954 4.885947 -1.645672 0.05 0.22 -0.05
F 3.759606 4.916890 -1.948180 -0.13 0.00 0.00
F 1.771574 4.709243 -2.781417 0.05 0.04 0.10
C 2.181264 3.833424 -0.597953 -0.18 -0.17 -0.17
C 2.638266 4.100105 0.684326 -0.01 -0.08 0.19
C 2.442724 3.174820 1.693518 0.08 0.17 -0.15
C 1.753883 2.004369 1.395140 -0.11 -0.14 0.02
N 1.305936 1.759665 0.182587 -0.27 -0.16 -0.13
C 1.520053 2.619229 -0.831408 0.28 0.33 0.18
S 0.949510 1.993966 -2.337491 -0.22 -0.23 0.18
H 3.140878 5.037223 0.883000 0.01 -0.01 0.01
H 2.796804 3.357566 2.697224 -0.01 0.01 0.00
H 1.549185 1.248671 2.142312 0.00 0.01 0.00
S -1.512776 3.925558 1.104516 0.02 0.46 0.28
C -1.604811 2.550951 0.294454 0.08 -0.57 -0.43
N -1.646174 1.537452 -0.313642 -0.14 0.38 -0.03
```
Forces are in eV/Å.

Calculated values
energy relative to the best compared isomer or geometry (same formula, charge and spin)	0.0	kcal per mole
expectation value of S²	6.038
spin multiplicity	5
charge	0
LUMO (alpha / beta)	-0.643 / -3.909	eV
highest occupied orbital energy (alpha / beta)	-8.48 / -8.36	eV
energy	-62250.308	eV
HOMO-LUMO gap (alpha / beta)	7.833 / 4.454	eV

Here are the Löwdin charges for atoms 1 to 2, given in e:
1. Pd 0.9386
2. O 0.1478

---

(4)
DFT (ωB97M-V/def2-TZVPD) results for a structure of composition C49H61Cl3CsN4O5S2.

Structure (XYZ):
```
125
Properties=species:S:1:pos:R:3:forces:R:3
Cs 0.248364 0.956461 -0.695295 0.56 0.11 -0.18
C -3.347214 6.263067 2.979207 0.01 0.01 0.01
C -1.926489 6.158521 3.530315 0.02 0.00 0.01
C -1.084685 7.281808 2.906741 -0.02 -0.01 0.00
C -1.984657 6.350843 5.053048 -0.01 0.00 -0.03
C -1.292507 4.806941 3.224127 -0.02 0.00 -0.01
C -1.916127 3.829557 2.534265 0.06 -0.06 -0.11
C -1.258502 2.585054 2.203360 -0.16 0.06 0.17
N -1.784393 1.622835 1.475094 0.23 -0.19 -0.27
C -3.070206 1.453369 1.128115 -0.24 0.08 0.18
C -4.156543 1.926697 1.930706 0.05 0.02 -0.01
C -5.455664 1.737944 1.588758 -0.02 -0.01 -0.03
C -5.716043 1.059519 0.358734 0.01 0.04 0.06
C -4.755053 0.525571 -0.441077 -0.01 -0.04 -0.12
C -3.347307 0.644755 -0.057213 -0.18 -0.08 0.06
O -2.451955 0.096215 -0.746456 -0.03 0.04 0.31
C -5.108488 -0.243212 -1.717050 0.01 -0.02 -0.02
C -4.437644 0.415054 -2.933482 -0.01 -0.01 0.02
C -6.616794 -0.257057 -1.981581 0.03 0.00 0.01
C -4.649637 -1.706773 -1.597126 0.00 0.04 0.01
C -6.632616 2.176184 2.452350 -0.03 -0.02 -0.01
C -7.477997 0.953227 2.837702 0.02 0.02 -0.01
C -6.175576 2.864607 3.737614 -0.01 -0.01 -0.02
C -7.503004 3.165263 1.663267 0.01 0.00 0.01
C 0.150028 2.387335 2.619550 -0.10 -0.18 0.03
O 0.737746 1.311801 2.435496 -0.16 0.04 -0.16
C 0.807024 3.498532 3.323371 0.04 -0.09 0.06
C 0.074387 4.590168 3.634875 -0.01 0.06 -0.07
C 2.279563 3.357459 3.695743 0.01 -0.03 0.01
C 2.824829 4.640921 4.321083 0.00 0.05 0.04
C 2.446366 2.223437 4.720942 0.05 0.01 -0.06
C 3.113597 3.061859 2.436191 -0.01 0.05 0.03
H -3.763036 7.241740 3.227507 -0.01 0.00 0.00
H -3.999043 5.501703 3.411128 -0.01 -0.01 0.00
H -3.365218 6.155903 1.893418 -0.01 0.00 -0.01
H -1.546157 8.252279 3.105029 0.00 0.01 0.00
H -1.009806 7.149214 1.826160 0.00 0.01 -0.01
H -0.073024 7.304235 3.312466 0.02 0.00 0.00
H -2.418448 7.323742 5.296642 0.00 0.01 0.00
H -0.991662 6.304471 5.501555 0.01 0.00 0.02
H -2.599021 5.573390 5.510765 0.00 0.00 0.02
H -2.895150 3.992779 2.110881 -0.01 0.01 0.03
H -3.905569 2.367854 2.884270 0.02 0.01 0.00
H -6.751804 0.933954 0.072377 -0.01 0.00 0.01
H -4.777357 1.447883 -3.041534 0.00 0.01 -0.01
H -4.706644 -0.127201 -3.844237 0.00 -0.01 -0.01
H -3.356120 0.412444 -2.830218 0.02 0.01 0.00
H -7.017279 0.752733 -2.097078 -0.01 0.00 0.00
H -7.165909 -0.761228 -1.183296 -0.01 0.00 0.00
H -6.807143 -0.799664 -2.909698 -0.01 0.00 0.00
H -3.572946 -1.760908 -1.457398 0.02 -0.02 0.00
H -4.926352 -2.256117 -2.502202 0.00 0.00 -0.01
H -5.131274 -2.189503 -0.743894 -0.01 -0.01 0.00
H -6.872918 0.232858 3.390616 0.00 -0.01 0.01
H -7.877721 0.449436 1.956783 0.00 -0.01 -0.01
H -8.320775 1.253366 3.465697 -0.01 0.00 0.00
H -5.578062 2.195676 4.359047 0.01 0.00 0.01
H -7.048754 3.173242 4.316269 0.00 0.01 0.01
H -5.583241 3.755534 3.520984 0.00 0.00 0.01
H -7.881949 2.721407 0.741829 0.00 0.00 -0.01
H -6.924904 4.051594 1.394911 0.00 0.01 0.00
H -8.361256 3.479989 2.262614 -0.01 0.00 0.00
H 0.554632 5.392853 4.179499 -0.01 -0.01 0.00
H 2.368093 4.851187 5.292200 -0.03 0.02 -0.03
H 2.671503 5.503742 3.668733 0.05 0.00 0.00
H 3.897997 4.527846 4.480584 0.01 0.00 0.02
H 1.890526 2.447683 5.634504 0.00 0.01 0.01
H 3.501815 2.108447 4.980946 0.01 0.02 0.01
H 2.088097 1.282812 4.312852 0.00 -0.04 0.03
H 2.926813 3.804681 1.657470 0.01 0.01 0.01
H 2.888731 2.082660 2.027132 0.00 -0.02 -0.03
H 4.176692 3.097632 2.684581 0.01 -0.02 0.00
S 3.338162 1.681656 -2.169430 -0.05 -0.19 0.17
C 2.462093 3.009102 -2.825502 0.09 0.28 -0.23
C 3.050197 3.767347 -3.880590 0.01 -0.10 0.09
C 2.406715 4.850084 -4.409354 -0.11 0.11 -0.02
C 1.147327 5.207239 -3.911928 0.02 0.07 -0.13
C 0.626035 4.423327 -2.910340 0.04 -0.12 0.19
N 1.240679 3.365889 -2.364191 0.05 0.02 -0.12
H 4.023276 3.463117 -4.240203 0.00 -0.02 0.02
H 2.867751 5.425569 -5.204909 0.00 0.00 0.00
H 0.596859 6.055387 -4.296102 0.00 0.00 0.00
H -0.352277 4.656749 -2.496822 -0.01 -0.01 0.01
O -1.406609 -2.123859 0.946881 0.09 -0.03 -0.06
H -1.622880 -1.313943 0.459285 -0.20 0.06 0.04
H -0.482194 -1.996201 1.220550 0.02 0.00 0.03
O 1.342779 -1.396385 1.689497 -0.09 0.04 0.10
H 1.128330 -0.513646 2.036153 0.05 0.05 0.01
H 1.962636 -1.254560 0.965618 -0.06 -0.08 -0.08
Cl 3.482984 -7.003033 -6.805975 -0.01 0.01 0.00
C 2.122233 -6.452596 -5.874395 -0.04 0.01 0.01
C 0.908254 -6.224219 -6.501441 0.00 -0.01 -0.02
C -0.164449 -5.801892 -5.737685 0.01 0.01 0.05
C -0.057092 -5.604448 -4.363224 -0.09 -0.06 0.00
C -1.277346 -5.122568 -3.601983 -0.02 0.00 0.07
C -1.460165 -3.608804 -3.747364 -0.02 -0.03 0.03
N -0.337280 -2.875382 -3.214731 -0.02 -0.05 -0.06
C 0.785814 -2.442845 -3.886464 -0.01 0.01 -0.05
C 1.589207 -1.880867 -2.941253 0.01 0.05 0.06
N 0.993151 -1.970876 -1.702125 0.07 -0.01 -0.08
C -0.151847 -2.574206 -1.907307 0.04 0.01 0.17
O -2.473187 -5.702624 -4.100849 0.03 -0.07 -0.07
C -2.871974 -6.896752 -3.436378 0.00 0.06 0.05
C -1.854069 -7.998726 -3.498256 0.06 0.14 0.14
C -1.564163 -8.740733 -4.599603 0.09 -0.12 -0.01
Cl -2.332136 -8.644369 -6.127891 -0.06 0.01 -0.06
S -0.254688 -9.821644 -4.355805 -0.01 0.10 -0.02
C -0.069151 -9.283621 -2.740168 -0.04 -0.07 0.02
C -0.983107 -8.333993 -2.416794 0.04 0.01 -0.10
C 1.180113 -5.833511 -3.771625 -0.09 -0.03 -0.05
Cl 1.409404 -5.604582 -2.069244 0.02 0.02 0.03
C 2.270800 -6.259355 -4.515488 0.08 -0.02 0.04
H 0.806735 -6.382444 -7.565835 0.00 0.00 0.00
H -1.127807 -5.640599 -6.204318 0.00 0.00 -0.01
H -1.167635 -5.350497 -2.535407 0.03 0.00 -0.05
H -2.364522 -3.317258 -3.212701 0.00 0.02 -0.01
H -1.590978 -3.359380 -4.801286 0.00 0.01 0.01
H 0.890521 -2.555130 -4.951786 -0.01 0.00 -0.02
H 2.531993 -1.375072 -3.073432 0.00 0.01 -0.01
H -0.873684 -2.808891 -1.136470 -0.03 0.03 -0.01
H -3.802894 -7.194915 -3.917688 0.02 0.00 0.00
H -3.078861 -6.673468 -2.382951 -0.04 0.00 -0.03
H 0.704118 -9.700799 -2.116730 0.00 -0.01 0.01
H -1.028512 -7.857947 -1.447523 -0.01 0.02 0.00
H 3.221682 -6.433439 -4.033004 0.00 0.00 0.00
```
Forces are in eV/Å.

Calculated values
energy relative to the best compared isomer or geometry (same formula, charge and spin)	0.0	kcal per mole
spin multiplicity	1
charge	-1
LUMO (alpha / beta)	1.054 / 1.053	eV
highest occupied orbital energy (alpha / beta)	-4.01 / -4.01	eV
energy	-127791.440	eV
HOMO-LUMO gap (alpha / beta)	5.066 / 5.065	eV

Here are the Löwdin charges for atoms 1 to 2, given in e:
1. Cs 1.0662
2. C -0.0620